1.
Density functional theory data (ωB97M-V/def2-TZVPD) for a cluster of 2 separate species, C2H9N3O in total in a non-equilibrium geometry.

HOMO energy   -9.53 eV
Kohn-Sham gap   10.26 eV
Multiplicity   1
Charge   0
Energy above the lowest of the compared OMol25 structures with the same formula, charge and spin   13.6 kcal per mole

Last column: Löwdin charge in e.
Geometry (Å):
H: -0.99423 -0.09925 1.25608  0.05
N: -0.55916 0.42144 0.50797  0.11
C: 0.42264 -0.23550 0.01968  -0.57
N: 1.43548 0.39012 -0.69317  0.12
N: 0.63185 -1.60760 0.04988  -0.03
C: -0.42181 -2.55104 0.43355  -0.09
H: 1.85356 0.02220 -1.53432  0.09
H: 1.29327 1.39285 -0.68204  0.08
H: 1.54923 -1.83167 0.39598  0.12
H: -1.40718 -2.10009 0.31565  0.08
H: -0.36784 -2.79302 1.49573  0.08
H: -0.31171 -3.40695 -0.22042  0.07
O: -1.28644 3.14519 -0.24156  -0.11
H: -0.62468 3.45757 -0.87097  0.01
H: -0.97638 2.21163 -0.17650  -0.03

***

2.
Density functional theory data (ωB97M-V/def2-TZVPD) for a cluster of 7 separate species, H14O7 in total.

HOMO energy   -10.40 eV
Kohn-Sham gap   10.39 eV
Multiplicity   1
Charge   0
Energy above the lowest of the compared OMol25 structures with the same formula, charge and spin   40.4 kcal per mole

Last column: Löwdin charge in e.
Geometry (Å):
O: 3.58895 0.80105 -0.39205  -0.08
H: 2.85110 0.22077 -0.12426  0.00
H: 4.21865 0.75519 0.33439  0.03
O: -1.96916 -0.44032 -0.35354  -0.07
H: -1.57436 -0.05627 -1.15376  0.02
H: -2.81428 -0.79740 -0.64919  0.07
O: -0.72879 -3.00835 0.22995  -0.06
H: -0.40816 -2.27221 0.76339  0.01
H: -1.10621 -3.62318 0.86797  0.04
O: 2.33338 2.99338 1.52235  -0.06
H: 1.77317 3.50692 0.93178  0.04
H: 1.86737 2.15879 1.63117  0.01
O: -0.87193 0.91839 -2.86873  -0.04
H: -1.56584 0.89058 -3.53886  0.06
H: -0.10346 0.51545 -3.29308  0.06
O: 0.89219 0.16236 -0.03408  -0.04
H: 0.12596 0.14676 0.55414  0.04
H: 0.58012 -0.24586 -0.84883  0.04
O: -2.13990 -0.70362 2.41447  -0.07
H: -2.80675 -1.38285 2.55670  0.03
H: -2.14206 -0.53960 1.45006  -0.02

***

3.
Density functional theory data (ωB97M-V/def2-TZVPD) for a structure of composition C6H14NO in a non-equilibrium geometry.

HOMO energy   -2.28 eV
Kohn-Sham gap   6.30 eV
Multiplicity   1
Charge   -1
Energy above the lowest of the compared OMol25 structures with the same formula, charge and spin   83.4 kcal per mole

Last column: Löwdin charge in e.
Geometry (Å):
C: 2.94359 -0.23453 -0.77160  -0.31
N: 1.88669 0.69502 -1.09095  -0.18
C: 0.86584 0.49418 -0.19932  -0.38
C: 0.13336 -0.87865 -0.08137  -0.17
C: -0.81545 -0.99914 1.14737  -0.27
C: -2.32518 -0.99964 0.84701  -0.13
C: -1.06937 2.11975 -0.70410  -0.36
O: -2.00583 1.61099 -1.39395  -0.20
H: 3.92991 0.08433 -1.17254  0.05
H: 3.05296 -0.41078 0.32246  0.05
H: 2.78638 -1.24553 -1.20153  0.04
H: 0.93327 0.96050 0.81474  0.10
H: -0.00861 1.35731 -0.69905  0.05
H: 0.96079 -1.53051 0.21948  0.08
H: -0.24290 -1.08828 -1.08243  0.12
H: -0.61699 -1.97390 1.62522  0.09
H: -0.63529 -0.17274 1.84309  0.09
H: -2.91175 -1.01721 1.77183  0.06
H: -2.43617 -1.95864 0.32669  0.06
H: -2.64915 -0.16893 0.20773  0.05
H: -0.67974 3.06423 -1.13394  0.08
H: -1.09632 2.29213 0.40514  0.08